DFT (the ωB97M-V functional and the def2-TZVPD basis) results for a structure of composition C5H11O3Zn at a distorted geometry.

Element x y z (Å)
O -2.670 -0.439 -1.296
C -2.746 -0.411 0.061
C -1.842 0.636 0.717
O -0.469 0.483 0.328
C 0.556 0.511 1.304
C 1.717 -0.286 0.760
O 1.923 0.100 -0.598
C 3.151 -0.357 -1.152
Zn 0.130 0.324 -1.554
H -2.504 -1.397 0.536
H -3.761 -0.152 0.464
H -1.893 0.597 1.818
H -2.101 1.629 0.321
H 0.228 0.075 2.256
H 0.838 1.565 1.453
H 1.508 -1.367 0.795
H 2.619 -0.075 1.351
H 3.158 -0.079 -2.211
H 3.990 0.128 -0.635
H 3.232 -1.449 -1.051

Results
**Kohn-Sham gap (spin up / spin down)**: 7.071 / 6.024 eV
**Spin multiplicity**: 2
**E_LUMO (spin up / spin down)**: 0.3 / -0.8 eV
**HOMO (spin up / spin down)**: -6.8 / -6.8 eV